No. 1
Entry from the Open Molecules 2025 dataset: a cluster of 10 separate species, C34H93N5O17 in total (ωB97M-V with the def2-TZVPD basis set).

Cartesian coordinates (Å):
C -10.3801 -0.4587 -2.5405
C -9.0655 0.3288 -2.4327
C -8.6659 1.0317 -1.1422
O -8.6069 0.1463 -0.0578
C -9.7179 0.3045 0.8362
N -7.9769 -0.4397 -3.0082
H -10.6073 -0.6972 -3.5796
H -11.2961 0.1025 -2.3559
H -10.3926 -1.4243 -2.0348
H -9.1341 1.2239 -3.0509
H -9.1607 1.9807 -0.9356
H -7.5993 1.2503 -1.1927
H -9.6543 1.2686 1.3409
H -9.6578 -0.5370 1.5264
H -10.6708 0.1917 0.3193
H -7.7252 -1.2872 -2.5199
H -8.2973 -0.7006 -3.9298
C -1.1398 -0.7207 5.9655
C -1.1773 -1.0830 7.5298
C -1.0794 0.2237 8.2940
O -0.8570 0.0778 9.6679
C -1.4386 1.0127 10.5615
N -2.3629 -1.8667 7.8205
H -1.8586 0.0060 5.5869
H -1.3491 -1.6273 5.3978
H -0.1259 -0.3459 5.8253
H -0.3200 -1.6783 7.8440
H -2.0188 0.7609 8.1632
H -0.3245 0.8976 7.8889
H -1.2803 2.0332 10.2126
H -1.0594 0.8243 11.5658
H -2.5282 0.9923 10.5379
H -2.6288 -1.9478 8.7915
H -1.9597 -2.7902 7.7521
C 8.6579 2.1623 -0.4937
C 8.0714 3.1502 -1.5187
C 7.1161 4.1923 -0.8845
O 5.8624 3.6351 -0.5087
C 5.0616 3.2126 -1.6410
N 9.2170 3.7561 -2.1165
H 9.3479 1.4516 -0.9485
H 7.8009 1.5271 -0.2697
H 9.2335 2.5932 0.3255
H 7.4776 2.5285 -2.1888
H 6.8788 5.0552 -1.5068
H 7.5497 4.6686 -0.0052
H 5.0895 3.5492 -2.6773
H 4.0165 3.4086 -1.4012
H 5.2215 2.1424 -1.7717
H 9.8317 3.9384 -1.3361
H 9.8124 3.1636 -2.6774
C -4.2705 -1.7089 -10.4455
C -5.6633 -2.0239 -9.8750
O -6.0570 -0.9384 -9.0053
O -3.2935 -1.3117 -9.4206
H -4.4022 -0.8630 -11.1202
H -3.8598 -2.5751 -10.9643
H -5.4509 -2.9538 -9.3475
H -6.3429 -2.2795 -10.6879
H -5.4657 -0.7242 -8.2800
H -2.4437 -1.4549 -9.8436
C -1.9475 3.6188 -6.7021
C -0.6150 3.3861 -7.4317
O 0.3111 4.3804 -6.9938
O -1.8185 3.6485 -5.2965
H -2.5451 2.7419 -6.9513
H -2.3690 4.5874 -6.9706
H -0.6553 3.2139 -8.5072
H -0.1757 2.4889 -6.9955
H 0.1597 5.2143 -7.4448
H -1.4568 4.5046 -5.0561
C -4.9179 -4.0550 0.6596
C -4.4283 -5.5174 0.4019
O -3.3445 -5.5184 -0.5850
O -5.9012 -3.7806 -0.3027
H -4.1941 -3.2409 0.6970
H -5.3834 -3.8909 1.6315
H -5.2703 -6.1401 0.0993
H -3.9302 -5.9128 1.2871
H -3.7242 -4.9702 -1.2756
H -6.4275 -3.0082 -0.0837
C 0.0854 -2.2059 -1.9369
C -0.9488 -1.3566 -2.8699
O -2.1777 -2.0533 -3.1503
O -0.3789 -2.3236 -0.6533
H 0.9560 -1.5629 -1.8076
H 0.3661 -3.1756 -2.3479
H -0.6041 -1.1262 -3.8780
H -1.1915 -0.3660 -2.4851
H -2.8200 -1.3649 -3.3375
H -1.0433 -3.0149 -0.7008
C 3.2394 -7.7981 -4.4498
C 3.2513 -9.0005 -5.3919
O 2.4314 -10.1174 -4.9926
O 4.4146 -7.0705 -4.7250
H 3.2358 -8.1431 -3.4158
H 2.3790 -7.2032 -4.7565
H 4.2578 -9.4159 -5.4419
H 3.1501 -8.6321 -6.4128
H 1.5636 -9.8909 -4.6504
H 4.6200 -6.5600 -3.9383
C 7.7631 -2.9858 -0.7306
O 6.7252 -3.8540 -0.2810
C 6.9606 -4.8790 0.7400
C 6.6798 -4.2056 2.1226
N 5.2576 -3.9143 2.1749
C 4.8413 -2.7384 3.0050
C 5.3441 -2.7901 4.4774
O 6.6196 -2.1458 4.5448
C 7.0711 -1.9061 5.8831
H 8.5772 -2.6948 -0.0668
H 7.3252 -2.1035 -1.1976
H 8.3806 -3.4365 -1.5075
H 7.9754 -5.2733 0.6862
H 6.2239 -5.6680 0.5889
H 7.1763 -3.2361 2.0807
H 7.1425 -4.5085 3.0619
H 5.0852 -3.7043 1.2021
H 3.7759 -2.9201 3.1463
H 5.0959 -1.8135 2.4875
H 5.4545 -3.8156 4.8299
H 4.5497 -2.3222 5.0589
H 6.4649 -1.0558 6.1957
H 8.1427 -1.7593 5.7485
H 7.0168 -2.7659 6.5509
C 0.9240 9.0679 5.2385
O 0.8146 7.8745 4.4620
C 1.0923 7.9733 3.0703
C 0.8164 6.5979 2.4544
N -0.6037 6.4737 2.1009
C -1.0402 5.1316 1.9784
C -2.4573 4.9356 2.6100
O -2.5639 4.9523 4.0268
C -3.7389 4.3071 4.6530
H -0.0192 9.5177 5.5489
H 1.5443 9.7658 4.6761
H 1.4151 8.7896 6.1709
H 2.1358 8.1978 2.8495
H 0.7892 8.8597 2.5130
H 1.2953 5.8697 3.1090
H 1.4449 6.5039 1.5689
H -1.1247 6.9320 2.8348
H -0.4513 4.5383 2.6778
H -0.9178 4.6401 1.0132
H -2.7024 3.9135 2.3217
H -3.1849 5.5822 2.1195
H -3.7842 4.3524 5.7412
H -3.7587 3.2429 4.4177
H -4.6063 4.7532 4.1666

Relative energy (zero: lowest compared OMol25 entry of this formula, charge and spin), kcal/mol: 134.3
Structure (SMILES): COC[C@H](C)N.COC[C@H](C)N.COC[C@H](C)N.COCCNCCOC.COCCNCCOC.OCCO.OCCO.OCCO.OCCO.OCCO

---

No. 2
Entry from the Open Molecules 2025 dataset: a structure of composition C38H33Cl2N3OPZr (ωB97M-V with the def2-TZVPD basis set).

Cartesian coordinates (Å):
Zr -0.4307 0.4071 -0.4488
C -0.2505 3.0216 -4.3039
C -0.0121 2.0160 -3.2313
N -0.3537 2.1527 -2.0066
N -0.9028 3.3537 -1.6016
C -1.0480 3.3313 -0.3091
O -0.7462 2.2899 0.4158
C -1.5551 4.5343 0.3782
C -2.3358 5.4694 -0.2964
C -2.7989 6.5873 0.3760
C -2.4746 6.7826 1.7127
C -1.6852 5.8591 2.3832
C -1.2300 4.7311 1.7179
C 0.6518 0.7282 -3.5257
C 1.1958 0.4758 -4.7712
C 1.8539 -0.7273 -4.9939
C 1.9305 -1.6339 -3.9584
C 1.3421 -1.3146 -2.7438
N 0.7158 -0.1604 -2.5093
H -0.7698 3.8826 -3.8986
H -0.8485 2.5727 -5.0997
H 0.6917 3.3547 -4.7428
H -2.5762 5.3083 -1.3382
H -3.4146 7.3101 -0.1422
H -2.8363 7.6596 2.2330
H -1.4230 6.0197 3.4205
H -0.6006 4.0097 2.2238
H 1.1137 1.2163 -5.5525
H 2.2942 -0.9416 -5.9582
H 2.4316 -2.5853 -4.0662
H 1.3702 -2.0243 -1.9354
C -2.8558 0.7540 -1.3843
C -2.2895 -0.2884 -2.1469
C -2.0235 -1.3696 -1.2868
C -2.4150 -0.9934 0.0191
C -2.9332 0.3213 -0.0505
H -3.1525 1.7230 -1.7535
H -2.0903 -0.2626 -3.2072
H -1.5864 -2.3122 -1.5753
H -2.3620 -1.6051 0.9060
H -3.3276 0.8869 0.7784
C -1.9928 -4.6653 3.1760
C -1.9786 -4.8177 1.7955
C -1.1209 -4.0482 1.0273
C -0.2536 -3.1301 1.6264
C -0.2834 -2.9808 3.0098
C -1.1501 -3.7451 3.7793
P 0.7905 -2.1165 0.5384
C 2.1393 -3.2400 0.0120
C 3.3477 -2.6725 -0.4005
C 4.3818 -3.4746 -0.8543
C 4.2205 -4.8535 -0.9086
C 3.0238 -5.4234 -0.5058
C 1.9835 -4.6222 -0.0511
C 1.6519 -0.8486 1.4748
C 2.4751 -1.0353 2.5885
C 3.0967 0.0683 3.1384
C 2.8969 1.3329 2.5748
C 2.0708 1.4958 1.4783
C 1.4144 0.4006 0.8873
H -2.6664 -5.2601 3.7785
H -2.6425 -5.5276 1.3200
H -1.1312 -4.1608 -0.0522
H 0.3586 -2.2564 3.4945
H -1.1679 -3.6169 4.8536
H 3.4873 -1.5986 -0.3482
H 5.3185 -3.0238 -1.1554
H 5.0298 -5.4820 -1.2561
H 2.8963 -6.4976 -0.5358
H 1.0640 -5.0867 0.2771
H 2.6522 -2.0249 2.9937
H 3.7432 -0.0456 3.9990
H 3.3910 2.1936 3.0089
H 1.9232 2.4966 1.0869
Cl -3.9016 1.2799 3.4993
C -2.1993 1.6902 3.2921
Cl -1.1957 0.2575 2.9919
H -1.8429 2.1542 4.2037
H -2.0931 2.3448 2.4359

Total charge: +1
Relative energy (zero: lowest compared OMol25 entry of this formula, charge and spin), kcal/mol: 19.6

---

No. 3
Entry from the Open Molecules 2025 dataset: the molecule C5H15N3P2 (ωB97M-V with the def2-TZVPD basis set).

Cartesian coordinates (Å):
C -1.6795 1.6780 0.8372
C -0.7470 -1.3041 2.0117
C 1.5356 0.2916 -2.3193
C -1.3014 -1.6409 -1.4515
C 2.2519 0.9547 0.9667
N -1.3094 0.3403 0.3858
N -0.2827 -0.1849 1.2174
N 0.6935 0.2761 -1.1303
P -1.0284 0.1998 -1.2964
P 1.3142 -0.4966 0.2890
H -0.8445 2.3836 0.8142
H -2.4754 2.0486 0.1927
H -2.0492 1.6083 1.8611
H -1.2518 -2.0841 1.4333
H 0.1112 -1.7371 2.5247
H -1.4516 -0.9289 2.7583
H 0.9415 0.1044 -3.2142
H 2.0240 1.2642 -2.4303
H 2.3111 -0.4760 -2.2584
H -0.6350 -2.1970 -0.7928
H -1.1081 -1.9364 -2.4823
H -2.3386 -1.8648 -1.2110
H 1.5743 1.7933 1.1137
H 3.0387 1.2316 0.2658
H 2.7064 0.6765 1.9149

Relative energy (zero: lowest compared OMol25 entry of this formula, charge and spin), kcal/mol: 0.0
Structure (SMILES): Cn1n(C)p(C)n(C)p1C

---

No. 4
Entry from the Open Molecules 2025 dataset: a structure of composition C12H18Cl2NO5PPtSTe (ωB97M-V with the def2-TZVPD basis set).

Cartesian coordinates (Å):
Pt 1.3006 -0.4250 -0.3986
Cl 1.9171 2.0231 0.3344
C 2.1385 1.8007 2.0474
C 2.7642 2.8301 2.7296
C 2.9260 2.7386 4.0998
C 2.4470 1.6230 4.7680
C 1.8263 0.6087 4.0626
Cl 1.2289 -0.7520 4.9575
C 1.6583 0.6473 2.6688
S 0.8712 -0.6848 1.8415
H 3.1167 3.6938 2.1828
H 3.4186 3.5314 4.6450
H 2.5525 1.5283 5.8397
N -2.1561 1.0400 2.0876
C -1.5809 2.0148 1.1671
C -1.6563 1.5052 -0.2618
O -1.0827 2.0098 -1.1901
O -2.4875 0.4684 -0.4132
H -2.5155 1.4796 2.9229
H -1.4348 0.3739 2.3587
H -2.8078 0.2703 0.4962
H -0.5457 2.2871 1.3733
H -2.1738 2.9322 1.1800
C -2.9674 -2.5450 -1.8435
C -1.7229 -2.6513 -1.0003
O -0.7390 -3.5037 -1.6809
P 0.5193 -2.9093 -2.3806
O 1.5391 -2.2460 -1.5116
Te 1.6099 -4.7640 -3.4586
O -0.0924 -1.9389 -3.4659
C 0.7656 -0.9764 -4.1418
C 0.5663 0.4001 -3.5584
H -3.7112 -1.9543 -1.3089
H -3.3800 -3.5324 -2.0499
H -2.7512 -2.0411 -2.7843
H -1.9077 -3.1522 -0.0527
H -1.2788 -1.6741 -0.8061
H 0.4693 -1.0173 -5.1880
H 1.8039 -1.3038 -4.0607
H -0.4650 0.7325 -3.6619
H 1.2255 1.1084 -4.0616
H 0.7919 0.4242 -2.4833

Relative energy (zero: lowest compared OMol25 entry of this formula, charge and spin), kcal/mol: 6.6
2S+1: 3
⟨S²⟩: 2.01

---

No. 5
Entry from the Open Molecules 2025 dataset: a cluster of 5 separate species, C37H83BO18PS in total (ωB97M-V with the def2-TZVPD basis set).

Cartesian coordinates (Å):
C -1.8945 5.4306 5.0410
C -1.1307 4.9994 3.7769
O -1.3741 3.6199 3.5620
B -0.8681 3.0168 2.4437
O 0.0036 3.7617 1.6458
P -1.3934 1.1685 1.9380
C 0.2432 0.8894 0.9395
C 0.1883 -0.3436 0.0514
C 1.3095 -0.3048 -1.0076
C 1.9463 -1.6623 -1.3249
C 1.5050 -2.3155 -2.6321
C 1.4461 -1.3873 -3.8448
C 2.6416 -0.4497 -4.0010
C 2.1409 0.8741 -4.5529
O 3.2484 1.6880 -4.9954
C 3.3674 2.8576 -4.2836
C 4.4784 2.8444 -3.2764
O 2.6552 3.8173 -4.5020
C -3.0608 1.2575 2.9139
C -4.3011 2.0286 2.4677
C -4.3244 3.5101 2.7946
O -5.5850 4.0431 2.3895
C -5.4342 5.0374 1.4016
C -0.6082 0.2606 3.5092
C 0.3109 1.0213 4.3855
O 0.0223 1.4861 5.4823
O 1.6367 1.2427 3.9063
C 2.4078 0.1412 3.8279
C 3.5397 0.3197 2.8641
O 2.2057 -0.8752 4.4640
S -2.3234 2.0002 0.0013
C -3.6107 0.8885 -0.6243
O -1.3670 2.0144 -1.1214
O -2.8721 3.3572 0.1958
H -2.4159 6.3640 4.8628
H -1.1936 5.6256 5.8446
H -2.5687 4.6509 5.3601
H -1.5004 5.5875 2.9459
H -0.0798 5.1905 3.9372
H -0.5008 4.1370 0.9156
H -1.8258 -0.1610 1.4618
H 1.0569 0.6806 1.6285
H 0.5882 1.7454 0.3752
H -0.7564 -0.3793 -0.4815
H 0.2795 -1.2451 0.6496
H 2.0902 0.3489 -0.6278
H 0.8971 0.1894 -1.8781
H 3.0279 -1.5605 -1.3307
H 1.7148 -2.3481 -0.5163
H 0.5256 -2.7653 -2.5007
H 2.1883 -3.1275 -2.8702
H 0.5443 -0.7833 -3.7792
H 1.3368 -1.9785 -4.7469
H 3.1434 -0.2193 -3.0708
H 3.3477 -0.8211 -4.7345
H 1.5873 1.4022 -3.7827
H 1.4538 0.7215 -5.3768
H 4.3095 3.6187 -2.5465
H 4.5129 1.8714 -2.8027
H 5.4060 2.9962 -3.8134
H -3.3562 0.2191 3.0589
H -2.8327 1.5977 3.9216
H -5.1381 1.6472 3.0558
H -4.6470 1.9261 1.4425
H -3.4957 4.0469 2.3567
H -4.2780 3.5889 3.8785
H -6.4201 5.4204 1.1602
H -4.9638 4.6472 0.5035
H -4.8446 5.8697 1.7846
H -1.3573 -0.1339 4.1801
H -0.0770 -0.6240 3.1618
H 3.2349 -0.0438 1.8917
H 3.7460 1.3789 2.7660
H 4.4298 -0.1635 3.2360
H -3.2196 0.3330 -1.4603
H -4.0110 0.2572 0.1571
H -4.4012 1.5511 -0.9621
C -1.4230 -2.2043 6.2068
O -2.6386 -1.5168 5.9646
C -3.7921 -2.3083 6.1647
C -4.4566 -1.9876 7.4837
O -3.6497 -2.3716 8.5861
C -2.9697 -1.2803 9.1804
H -0.6191 -1.4703 6.1866
H -1.4271 -2.7021 7.1804
H -1.2402 -2.9440 5.4192
H -3.5480 -3.3741 6.1132
H -4.4910 -2.0803 5.3521
H -5.3963 -2.5464 7.5564
H -4.6915 -0.9209 7.5333
H -3.6738 -0.6334 9.7163
H -2.4292 -0.6896 8.4373
H -2.2560 -1.6880 9.8945
C -6.7887 1.1610 5.6869
O -6.5509 2.4905 5.2794
C -7.6910 3.1353 4.7307
C -8.3101 4.0930 5.7191
O -8.8833 3.4174 6.8342
C -8.0732 3.4728 7.9909
H -5.9073 0.8245 6.2308
H -7.6622 1.0868 6.3420
H -6.9308 0.5096 4.8163
H -8.4306 2.4004 4.3972
H -7.3488 3.6947 3.8559
H -9.1184 4.6401 5.2234
H -7.5635 4.8191 6.0530
H -8.0626 4.4866 8.4082
H -7.0476 3.1595 7.7793
H -8.5042 2.7964 8.7278
C 7.6722 -4.8910 -5.8196
O 7.9237 -3.5254 -6.0831
C 6.7721 -2.8240 -6.5324
C 6.1643 -1.9837 -5.4346
O 5.6146 -2.7956 -4.4070
C 6.4301 -2.8527 -3.2520
H 8.5551 -5.3003 -5.3309
H 6.8099 -5.0224 -5.1610
H 7.5015 -5.4387 -6.7538
H 6.0309 -3.5191 -6.9357
H 7.0918 -2.1655 -7.3460
H 5.3439 -1.3938 -5.8559
H 6.9046 -1.2887 -5.0284
H 6.4109 -1.8955 -2.7192
H 7.4635 -3.1084 -3.5007
H 6.0220 -3.6225 -2.5992
C 5.1818 -4.6439 -12.7746
O 4.9017 -5.8463 -12.0826
C 5.9225 -6.2208 -11.1716
C 5.5462 -5.8928 -9.7454
O 5.4786 -4.4924 -9.5321
C 4.1510 -3.9971 -9.4918
H 4.2812 -4.3593 -13.3155
H 5.4523 -3.8378 -12.0883
H 5.9923 -4.7936 -13.4964
H 6.8687 -5.7375 -11.4316
H 6.0583 -7.3033 -11.2615
H 6.3194 -6.2876 -9.0778
H 4.5979 -6.3708 -9.4843
H 3.6469 -4.3190 -8.5742
H 3.5725 -4.3270 -10.3579
H 4.2060 -2.9099 -9.4965

Total charge: -1

---

No. 6
Entry from the Open Molecules 2025 dataset: a cluster of 2 separate species, C5H13N in total (ωB97M-V with the def2-TZVPD basis set).

Cartesian coordinates (Å):
C -0.1511 -4.7414 -0.1763
C -0.1582 -3.4681 -1.0503
C 0.9530 -2.4698 -0.7178
H -1.0235 -4.6862 0.4736
H 0.7224 -4.8297 0.4686
H -0.1170 -5.6360 -0.7968
H -1.1154 -2.9477 -0.9797
H -0.1650 -3.7481 -2.1049
H 1.4633 -2.1678 -1.6345
H 0.5547 -1.5100 -0.3824
H 1.6753 -2.8159 0.0141
C -1.0156 3.0101 0.5758
C 0.3840 4.7924 1.1026
N 0.1257 3.8822 0.2620
H -1.4287 2.7453 -0.3994
H -1.7953 3.5466 1.1270
H -0.8036 2.0862 1.1129
H 1.2025 5.4726 0.8807
H -0.1804 4.9312 2.0279

Relative energy (zero: lowest compared OMol25 entry of this formula, charge and spin), kcal/mol: 39.2
Structure (SMILES): C=NC.CCC

---

Results for DFT total energy: -79010.3749; -82071.0417; -28475.5579; -80173.8561; -97366.3824; -6884.4980 (in eV, following the order of the records).
Results for M: 844.1; 740.8; 179.1; 712.9; 889.9; 87.2 (in g/mol, following the order of the records).